1:
ORCA calculation (wB97M-V/def2-TZVPD) on a cluster of 3 separate species, C4H13NO2 in total.

```
20
Properties=species:S:1:pos:R:3:lowdin_charge:R:1
N -0.11 1.06 0.72 0.134
C -1.22 0.34 1.31 -0.104
C -1.66 -0.66 0.19 -0.134
C -0.93 -0.20 -1.05 -0.160
C 0.16 0.87 -0.72 -0.067
H -0.13 2.06 0.92 0.177
H -1.02 -0.17 2.27 0.160
H -2.04 1.14 1.36 0.179
H -1.22 -1.66 0.39 0.131
H -2.75 -0.72 0.14 0.127
H -0.65 -1.03 -1.70 0.110
H -1.64 0.34 -1.73 0.125
H 1.18 0.54 -0.91 0.136
H -0.12 1.74 -1.32 0.147
H 1.47 0.41 2.01 -0.016
H 2.53 1.15 2.89 0.057
O 2.40 0.47 2.22 -0.021
H 2.15 -1.17 -2.45 0.035
H 1.50 -2.49 -2.57 0.040
O 2.10 -2.02 -1.98 -0.054
```

LUMO energy (spin up / spin down) = -3.52 / -8.32 eV
multiplicity = 2
E_HOMO (spin up / spin down) = -14.8 / -14.8 eV
total charge = +1

2:
ORCA calculation (wB97M-V/def2-TZVPD) on a cluster of 4 separate species, C4H13NO2 in total.

```
20
Properties=species:S:1:pos:R:3:lowdin_charge:R:1
C -1.42 -0.26 0.28 -0.180
N -0.87 -0.72 -0.98 -0.040
C 1.09 -1.52 2.47 0.248
C 1.92 0.04 0.68 0.228
C 1.87 -1.15 1.37 -0.142
H -0.74 -0.56 1.10 0.031
H -1.58 0.82 0.29 0.072
H -2.37 -0.75 0.49 0.086
H 0.00 -0.26 -1.20 0.025
H 1.41 -2.37 3.06 0.112
H 0.67 -0.66 3.00 0.110
H 2.68 0.07 -0.10 0.116
H 1.41 0.96 0.94 0.108
H 2.40 -1.96 0.86 0.124
H 0.55 2.13 -2.32 0.051
H -0.75 1.69 -1.57 -0.041
O 0.21 1.89 -1.45 -0.099
H -2.74 1.76 -2.98 0.078
H -1.58 -0.59 -1.68 0.053
O -2.18 1.45 -2.24 0.061
```

LUMO energy (spin up / spin down) = -7.71 / -7.72 eV
multiplicity = 2
E_HOMO (spin up / spin down) = -12.5 / -12.4 eV
total charge = +1

3:
ORCA calculation (wB97M-V/def2-TZVPD) on a cluster of 2 separate species, C4H13NO2 in total.

```
20
Properties=species:S:1:pos:R:3:lowdin_charge:R:1
C -0.93 1.52 0.44 -0.053
C 0.06 0.45 0.24 -0.411
C 1.51 0.79 0.62 -0.168
C 2.52 -0.12 0.09 -0.214
O 2.52 0.18 -1.36 -0.053
N -0.32 -0.91 0.87 0.320
H -0.47 2.52 0.08 0.142
H -1.13 1.71 1.61 0.149
H -1.86 1.36 -0.15 0.094
H 0.01 0.27 -0.82 0.142
H 1.64 1.69 -0.02 0.148
H 1.45 0.84 1.74 0.151
H 3.48 0.05 0.57 0.138
H 2.30 -1.16 0.22 0.110
H 1.79 -0.31 -1.75 0.078
H -1.46 -1.13 0.94 0.230
H 0.11 -1.16 1.85 0.194
H -4.58 -2.15 -1.45 0.088
H -4.21 -0.69 -1.08 0.043
O -4.23 -1.59 -0.67 -0.124
```

LUMO energy (spin up / spin down) = -3.66 / -8.62 eV
multiplicity = 2
E_HOMO (spin up / spin down) = -14.6 / -14.6 eV
total charge = +1

4:
ORCA calculation (wB97M-V/def2-TZVPD) on a cluster of 2 separate species, C4H13NO2 in total.

```
20
Properties=species:S:1:pos:R:3:lowdin_charge:R:1
C 0.32 -0.20 1.41 0.020
C -0.37 -1.13 0.37 -0.321
C -0.75 -0.28 -0.84 -0.402
C -1.95 0.61 -0.53 -0.001
O 0.31 0.52 -1.33 -0.015
N 0.32 -2.35 0.13 0.348
H 1.29 0.01 0.98 0.082
H -0.36 0.59 1.69 0.101
H 0.55 -0.61 2.40 0.106
H -1.30 -1.51 0.83 0.193
H -1.06 -1.01 -1.60 0.151
H -2.41 1.16 -1.35 0.102
H -2.74 -0.03 -0.13 0.099
H -1.59 1.38 0.15 0.089
H 1.12 0.02 -1.52 0.122
H 0.35 -3.02 0.89 0.167
H 0.57 -2.65 -0.80 0.165
H 1.25 1.99 -0.09 -0.001
H 2.13 3.14 0.30 0.058
O 1.70 2.36 0.68 -0.062
```

LUMO energy (spin up / spin down) = -3.68 / -8.43 eV
multiplicity = 2
E_HOMO (spin up / spin down) = -14.4 / -14.4 eV
total charge = +1

Referenced to the most stable arrangement, the calculated values in kcal/mol are 1 6.1; 2 94.0; 3 34.2; 4 0.0.

1:
ORCA calculation (wB97M-V/def2-TZVPD) on an isolated molecule of C4H7FO.

```
13
Properties=species:S:1:pos:R:3:lowdin_charge:R:1
C -1.63 -1.00 -1.18 -0.090
C -0.81 -0.13 -0.37 -0.133
C 0.44 0.14 -0.21 -0.307
F 1.44 -0.32 -0.96 0.074
C 1.05 1.04 0.88 -0.104
O 1.79 0.06 1.74 -0.034
H -2.64 -0.70 -1.25 0.060
H -1.63 -2.06 -0.84 0.098
H -1.11 -1.02 -2.14 0.083
H -1.39 0.34 0.50 0.136
H 0.22 1.48 1.39 0.095
H 1.62 1.82 0.52 0.092
H 2.63 0.35 1.94 0.028
```

LUMO energy = 0.93 eV
multiplicity = 1
structure (SMILES) = C/C=C(\F)CO
E_HOMO = -9.5 eV
total charge = 0

2:
ORCA calculation (wB97M-V/def2-TZVPD) on an isolated molecule of C4H7FO.

```
13
Properties=species:S:1:pos:R:3:lowdin_charge:R:1
C 0.13 1.57 0.00 0.085
C -0.03 0.28 0.29 -0.289
C -1.35 -0.31 0.56 -0.248
O -2.10 -0.32 -0.66 -0.054
C 1.12 -0.71 0.29 -0.203
F 2.17 -0.25 -0.42 -0.031
H 1.06 2.05 -0.29 0.069
H -0.65 2.25 0.31 0.074
H -1.95 0.19 1.36 0.137
H -1.18 -1.31 1.02 0.113
H -1.60 -0.79 -1.35 0.094
H 0.85 -1.72 -0.08 0.128
H 1.54 -0.82 1.28 0.125
```

LUMO energy = 0.80 eV
multiplicity = 1
structure (SMILES) = C=C(CO)CF
E_HOMO = -9.7 eV
total charge = 0

3:
ORCA calculation (wB97M-V/def2-TZVPD) on a cluster of 2 separate species, C4H7FO in total.

```
13
Properties=species:S:1:pos:R:3:lowdin_charge:R:1
C 0.65 -0.07 1.86 0.056
C -0.04 -0.66 0.85 -0.154
C -0.89 1.13 -0.70 -0.026
C -0.72 -0.25 -0.31 -0.357
O 1.44 -0.45 -1.56 -0.184
F -1.25 -1.17 -1.12 0.082
H 1.24 -0.65 2.54 0.059
H 0.70 0.98 1.85 0.045
H -0.08 -1.82 0.83 0.144
H -0.02 1.65 -0.26 0.095
H -0.73 1.09 -1.81 0.112
H -1.77 1.71 -0.49 0.082
H 1.46 -1.49 -1.68 0.045
```

LUMO energy (spin up / spin down) = -1.29 / -0.63 eV
multiplicity = 1
E_HOMO (spin up / spin down) = -7.8 / -10.3 eV
total charge = 0

4:
ORCA calculation (wB97M-V/def2-TZVPD) on a structure of composition C4H7FO.

```
13
Properties=species:S:1:pos:R:3:lowdin_charge:R:1
C 0.22 1.44 0.09 -0.084
C 0.33 -0.03 -0.14 -0.298
C -0.94 -0.85 0.38 -0.266
C 1.48 -0.78 -0.12 -0.119
H 1.07 1.74 -0.72 0.137
H 0.16 1.82 1.15 0.101
H -0.86 1.65 -0.24 0.081
H -0.61 -1.97 0.41 0.131
H -1.04 -0.38 1.36 0.116
H -2.01 -0.14 -1.53 0.270
H 1.51 -1.91 -0.20 0.127
O -2.03 -0.33 -0.32 -0.196
F 2.72 -0.26 -0.12 0.000
```

LUMO energy = 0.49 eV
multiplicity = 1
E_HOMO = -9.3 eV
total charge = 0

Referenced to the most stable arrangement, the calculated values in kcal/mol are 1 3.5; 2 0.0; 3 69.5; 4 52.1.

1:
ORCA calculation (wB97M-V/def2-TZVPD) on an isolated molecule of C4H8O2S.

```
15
Properties=species:S:1:pos:R:3:lowdin_charge:R:1
O -2.46 0.76 1.73 0.045
C -1.48 0.10 1.31 -0.421
O -0.45 -0.52 1.92 0.073
C -1.25 -0.12 -0.36 -0.087
C 0.08 0.47 -0.51 -0.321
C 1.35 -0.42 -0.36 -0.515
S 2.56 -0.38 -1.80 0.644
H -0.60 -0.52 2.93 0.179
H -2.13 0.11 -0.93 0.103
H -1.18 -1.23 -0.56 0.126
H 0.17 1.07 -1.48 0.115
H 0.08 1.35 0.08 0.097
H 0.98 -1.38 -0.22 0.021
H 2.08 -0.16 0.51 0.092
H 2.26 0.87 -2.25 -0.150
```

LUMO energy = 0.46 eV
multiplicity = 1
structure (SMILES) = O=C(O)CCCS
E_HOMO = -9.1 eV
total charge = 0

2:
ORCA calculation (wB97M-V/def2-TZVPD) on a cluster of 2 separate species, C4H8O2S in total.

```
15
Properties=species:S:1:pos:R:3:lowdin_charge:R:1
C 1.52 -0.59 1.28 0.099
C -0.60 0.39 0.01 -0.236
C 0.55 2.39 -0.06 -0.117
C -2.18 -1.78 -0.44 -0.218
O -3.36 0.64 0.13 -0.516
O -0.70 1.73 -0.03 -0.214
S -2.21 -0.18 0.54 0.854
H 2.30 -0.53 0.49 -0.088
H 1.38 -1.74 1.25 -0.057
H 1.31 1.88 -0.84 0.129
H 1.03 2.20 0.96 0.086
H 0.41 3.56 -0.21 0.129
H -1.37 -2.26 0.10 0.022
H -1.85 -1.54 -1.46 0.047
H -3.17 -2.31 -0.25 0.081
```

LUMO energy (spin up / spin down) = -0.94 / -0.94 eV
multiplicity = 1
E_HOMO (spin up / spin down) = -8.6 / -8.7 eV
total charge = 0

Referenced to the most stable arrangement, the calculated values in kcal/mol are 1 0.0; 2 172.2.